[1]
{"formula": "C2H6N2O2", "method": "ωB97M-V/def2-TZVPD", "energy_ha": -339.60247, "smiles": "C/C(=N\\O)NO", "homo_lumo_gap_ha": 0.351, "homo_energy_ev": -8.7, "charge": 0, "relative_energy_kj_mol": 604.3, "elements": ["C", "C", "H", "H", "H", "H", "H", "H", "N", "N", "O", "O"], "positions_angstrom": [[0.826, -0.522, -1.131], [-0.097, 0.125, -0.076], [0.986, 0.126, -1.853], [1.687, -0.988, -0.816], [0.227, -1.418, -1.606], [-1.921, 0.946, 0.496], [-1.671, -1.574, 1.728], [1.528, 2.108, 1.037], [-1.443, -0.009, 0.160], [0.269, 1.054, 0.783], [-1.933, -1.203, 0.756], [1.542, 1.355, 0.522]], "forces_ev_per_angstrom": [[-5.592, -4.211, 2.159], [0.838, 1.565, 3.046], [0.992, 3.272, -3.459], [2.032, -0.446, 1.314], [0.855, 1.819, 0.818], [1.554, -3.346, -0.356], [0.160, 2.506, -2.799], [1.567, 2.842, 1.526], [-3.242, 0.715, -0.045], [-1.115, -3.119, -2.569], [-0.171, -1.405, 1.282], [2.123, -0.193, -0.917]]}


[2]
{"formula": "C19H25N3O3S2", "method": "ωB97M-V/def2-TZVPD", "energy_ha": -1925.36822, "smiles": "CCN(CC)S(=O)(=O)c1ccc(OC)c(NC(=S)Nc2cccc(C)c2)c1", "homo_lumo_gap_ha": 0.318, "homo_energy_ev": -8.3, "charge": 0, "relative_energy_kj_mol": 42.4, "elements": ["C", "H", "H", "H", "C", "N", "S", "O", "O", "C", "C", "C", "C", "C", "C", "H", "N", "C", "N", "C", "C", "C", "C", "C", "C", "H", "C", "H", "H", "H", "H", "H", "H", "H", "S", "H", "O", "C", "H", "H", "H", "H", "H", "C", "C", "H", "H", "H", "H", "H", "H", "H"], "positions_angstrom": [[-0.917, -1.472, 3.414], [-1.187, -2.146, 2.605], [-1.357, -1.840, 4.337], [-1.329, -0.490, 3.197], [0.601, -1.401, 3.560], [1.237, -0.888, 2.367], [1.820, -2.036, 1.322], [2.285, -3.196, 2.028], [2.712, -1.387, 0.401], [0.370, -2.475, 0.372], [-0.002, -3.774, 0.116], [-1.086, -4.015, -0.722], [-1.745, -2.964, -1.342], [-1.330, -1.630, -1.103], [-0.297, -1.411, -0.203], [0.004, -0.421, 0.092], [-2.006, -0.609, -1.753], [-1.604, 0.684, -1.981], [-0.269, 0.898, -1.944], [0.483, 2.052, -1.697], [1.801, 1.857, -1.281], [2.597, 2.949, -0.998], [2.095, 4.234, -1.124], [0.786, 4.438, -1.539], [-0.015, 3.342, -1.827], [-1.030, 3.496, -2.152], [0.237, 5.822, -1.706], [0.790, 6.537, -1.102], [0.314, 6.127, -2.750], [-0.814, 5.855, -1.427], [2.726, 5.082, -0.900], [3.614, 2.794, -0.672], [2.193, 0.855, -1.166], [0.295, 0.056, -1.906], [-2.774, 1.786, -2.351], [-2.940, -0.834, -2.072], [-2.797, -3.092, -2.196], [-3.294, -4.382, -2.471], [-3.658, -4.872, -1.564], [-2.536, -5.008, -2.950], [-4.125, -4.232, -3.159], [-1.391, -5.032, -0.903], [0.543, -4.583, 0.573], [1.827, 0.431, 2.383], [0.785, 1.545, 2.326], [0.166, 1.542, 3.220], [0.142, 1.434, 1.457], [1.288, 2.506, 2.254], [2.474, 0.480, 1.506], [2.451, 0.557, 3.278], [0.867, -0.764, 4.409], [1.001, -2.403, 3.742]], "forces_ev_per_angstrom": [[0.226, 0.019, 0.149], [-0.083, -0.056, -0.042], [-0.123, -0.051, 0.082], [-0.084, 0.101, -0.032], [-0.583, -0.387, 0.314], [0.561, -0.826, -0.693], [-0.222, 0.112, -0.105], [-0.296, -0.035, 0.013], [-0.051, 0.208, 0.025], [0.423, -0.069, 0.249], [0.171, 0.081, 0.216], [-0.158, 0.057, -0.155], [0.096, 0.072, 0.001], [0.380, -0.306, 0.262], [-0.339, -0.072, -0.161], [-0.088, 0.201, -0.075], [-0.110, -0.207, -0.156], [-0.258, 0.127, -0.181], [0.026, -0.864, 0.010], [0.151, 0.488, 0.032], [-0.107, -0.031, -0.031], [0.011, -0.030, -0.020], [-0.022, 0.069, 0.014], [0.195, -0.124, 0.114], [-0.061, 0.039, -0.014], [0.004, -0.021, -0.025], [0.009, 0.002, -0.068], [-0.001, 0.078, 0.026], [-0.026, 0.088, -0.043], [-0.068, 0.064, 0.019], [0.062, 0.097, 0.032], [0.099, -0.025, 0.025], [0.037, -0.146, 0.016], [-0.134, 0.156, 0.001], [-0.335, 0.278, -0.054], [0.148, 0.225, 0.021], [0.312, 0.411, 0.249], [-0.142, -0.266, -0.082], [0.032, 0.028, -0.025], [-0.012, 0.036, 0.031], [0.060, -0.069, 0.056], [-0.056, -0.080, -0.046], [0.039, -0.159, 0.038], [0.232, 0.592, -0.264], [0.204, -0.258, 0.069], [-0.119, 0.053, 0.099], [-0.083, 0.015, -0.118], [0.012, 0.134, 0.014], [0.029, 0.199, 0.172], [-0.009, -0.088, -0.102], [0.106, -0.026, -0.101], [-0.056, 0.168, 0.246]]}


[3]
{"formula": "C5H8O", "method": "ωB97M-V/def2-TZVPD", "energy_ha": -270.15294, "homo_lumo_gap_ha": [0.369, 0.275], "homo_energy_ev": [-15.1, -15.6], "charge": 1, "relative_energy_kj_mol": 181.8, "spin_multiplicity": 2, "elements": ["C", "C", "C", "O", "C", "C", "H", "H", "H", "H", "H", "H", "H", "H"], "positions_angstrom": [[1.220, -0.404, 1.901], [0.183, 0.194, 0.918], [-0.207, -0.329, -0.230], [0.312, -1.567, -0.707], [-1.017, 0.500, -1.140], [-0.849, 1.837, -1.189], [0.648, -1.031, 2.713], [1.705, 0.343, 2.558], [2.091, -1.004, 1.449], [-0.567, 0.822, 1.618], [0.544, -2.014, 0.129], [-1.345, -0.145, -1.969], [-0.049, 2.322, -0.554], [-1.503, 2.458, -1.846]], "forces_ev_per_angstrom": [[0.297, -0.967, -0.090], [0.477, 0.727, 8.517], [0.026, -1.884, -5.584], [-1.907, 3.275, 2.004], [1.770, -2.385, -0.482], [-0.175, 0.823, 0.371], [0.741, 0.803, -1.635], [-0.411, 0.095, -0.583], [-1.587, 0.734, 0.498], [1.676, -0.790, -2.508], [0.361, -0.420, -0.540], [-0.870, 0.841, 0.258], [-1.407, -0.332, -0.638], [1.009, -0.520, 0.411]]}